Entry 1:
Density functional theory data (wB97M-V/def2-TZVPD) for the ion C6H11N2S with charge +1 in a non-equilibrium geometry.

Bonds (Å) are listed after each position.
Atoms and positions in Å:
1 C -0.670 -1.481 0.289  C2 1.586, C3 1.549, H10 1.042, H11 1.098
2 C -0.761 -0.478 -0.937  C1 1.586, C6 1.539, H12 1.050, H13 1.176
3 C 0.612 -1.017 1.023  C1 1.549, N8 1.454, H14 1.091, H15 1.121
4 C -0.224 2.128 -0.710  C6 1.574, S9 1.748, H16 1.063, H17 1.120
5 C 1.309 1.484 1.139  N8 1.476, S9 1.701, H18 1.124
6 C 0.248 0.631 -0.590  C2 1.539, C4 1.574, N7 1.494, N8 1.488
7 N 1.664 0.301 -0.934  C6 1.494, H19 1.042
8 N 0.338 0.404 0.878  C3 1.454, C5 1.476, C6 1.488, H20 1.046
9 S 0.751 2.951 0.484  C4 1.748, C5 1.701
10 H -1.374 -1.360 1.048  C1 1.042
11 H -0.581 -2.500 -0.109  C1 1.098
12 H -0.622 -0.995 -1.840  C2 1.050
13 H -1.803 0.064 -0.873  C2 1.176
14 H 0.570 -1.279 2.081  C3 1.091
15 H 1.526 -1.459 0.548  C3 1.121
16 H -0.005 2.598 -1.639  C4 1.063
17 H -1.298 1.970 -0.439  C4 1.120
18 H 2.174 1.368 1.848  C5 1.124
19 H 1.901 0.480 -1.933  N7 1.042
20 H -0.551 0.732 1.323  N8 1.046

Computed properties:
**HOMO energy (spin up / spin down)**: -0.5231 / -0.4458 Eh
**Largest force on an atom**: 3.750 eV/A
**Energy above the lowest of the compared OMol25 structures with the same formula, charge and spin**: 534.8 kJ/mol
**E_tot**: -742.5057 a.u.
**Net charge**: +1

Atomic partial charges in e from the Löwdin method, atoms 1 to 8: number 1, C, carries -0.100; number 2, C, carries -0.052; number 3, C, carries -0.109; number 4, C, carries -0.359; number 5, C, carries -0.329; number 6, C, carries -0.549; number 7, N, carries 0.199; number 8, N, carries -0.134

---

Entry 2:
Density functional theory data (wB97M-V/def2-TZVPD) for the ion C6H11N2S2 with charge +1 in a non-equilibrium geometry.

Bonds (Å) are listed after each position.
Atoms and positions in Å:
1 C 1.252 -0.336 0.199  C2 1.332, N7 1.331, S9 1.737
2 C 0.762 0.890 0.382  C1 1.332, N8 1.340, H21 1.100
3 C -1.072 -1.034 0.308  C4 1.567, N7 1.496, H11 1.078, H12 1.178
4 C -1.427 0.295 -0.443  C3 1.567, N8 1.514, H13 1.034, H14 1.045
5 C 0.808 -2.723 -0.281  N7 1.503, H15 1.059, H16 1.140, H17 1.101
6 C -0.921 2.669 0.164  N8 1.425, H18 1.041, H19 1.206, H20 1.123
7 N 0.379 -1.337 0.112  C1 1.331, C3 1.496, C5 1.503
8 N -0.495 1.310 0.184  C2 1.340, C4 1.514, C6 1.425
9 S 2.945 -0.666 0.406  C1 1.737, S10 1.958
10 S 3.699 1.126 0.178  S9 1.958
11 H -1.465 -0.907 1.304  C3 1.078
12 H -1.662 -1.877 -0.265  C3 1.178
13 H -1.169 0.233 -1.443  C4 1.034
14 H -2.439 0.524 -0.317  C4 1.045
15 H 1.680 -3.239 0.027  C5 1.059
16 H -0.152 -3.338 -0.269  C5 1.140
17 H 0.890 -2.492 -1.354  C5 1.101
18 H -1.168 2.937 1.139  C6 1.041
19 H -1.856 2.950 -0.545  C6 1.206
20 H -0.049 3.315 -0.127  C6 1.123
21 H 1.460 1.699 0.640  C2 1.100

Computed properties:
**HOMO energy (spin up / spin down)**: -0.4408 / -0.4616 Eh
**Largest force on an atom**: 5.416 eV/A
**Energy above the lowest of the compared OMol25 structures with the same formula, charge and spin**: 321.3 kJ/mol
**E_tot**: -1140.7692 a.u.
**Net charge**: +1

Atomic partial charges in e from the Löwdin method, atoms 1 to 8: number 1, C, carries -0.624; number 2, C, carries -0.131; number 3, C, carries -0.066; number 4, C, carries -0.053; number 5, C, carries -0.009; number 6, C, carries -0.026; number 7, N, carries -0.143; number 8, N, carries -0.108

---

Entry 3:
Density functional theory data (wB97M-V/def2-TZVPD) for a cluster of 3 separate species, C6H11N3 in total in a non-equilibrium geometry.

Bonds (Å) are listed after each position.
Atoms and positions in Å:
1 C 1.568 -0.846 -0.963  C4 1.454, H15 1.093, H16 1.094, H17 1.093
2 C -1.590 -1.960 -1.243  C5 1.499, H18 1.100, H19 1.093, H20 1.093
3 C -0.007 0.846 0.393  C4 1.238, N6 1.320
4 C 0.627 -0.018 -0.227  C1 1.454, C3 1.238
5 C -1.541 -0.891 -0.194  C2 1.499, N8 1.254
6 N -0.850 1.641 1.026  C3 1.320, H10 1.024, H11 1.024
7 C 1.945 1.790 0.879  N9 1.254, H14 1.106
8 N -2.456 -0.588 0.609  C5 1.254, H12 1.032
9 N 1.653 2.662 1.733  C7 1.254, H13 1.028
10 H -0.390 2.297 1.663  N6 1.024
11 H -1.722 1.179 1.298  N6 1.024
12 H -3.346 -1.097 0.489  N8 1.032
13 H 2.431 3.217 2.113  N9 1.028
14 H 2.949 1.647 0.441  C7 1.106
15 H 2.566 -0.405 -0.891  C1 1.093
16 H 1.628 -1.860 -0.558  C1 1.094
17 H 1.311 -0.907 -2.023  C1 1.093
18 H -2.587 -2.417 -1.320  C2 1.100
19 H -0.865 -2.744 -1.009  C2 1.093
20 H -1.324 -1.544 -2.218  C2 1.093

Computed properties:
**HOMO energy (spin up / spin down)**: -0.2399 / -0.2398 Eh
**Largest force on an atom**: 2.924 eV/A
**Energy above the lowest of the compared OMol25 structures with the same formula, charge and spin**: 721.1 kJ/mol
**E_tot**: -399.2206 a.u.

Atomic partial charges in e from the Löwdin method, atoms 1 to 8: number 1, C, carries -0.087; number 2, C, carries -0.100; number 3, C, carries -0.257; number 4, C, carries -0.097; number 5, C, carries -0.258; number 6, N, carries 0.104; number 7, C, carries -0.107; number 8, N, carries 0.056

---

Entry 4:
Density functional theory data (wB97M-V/def2-TZVPD) for an isolated molecule of C6H11N3 in a non-equilibrium geometry.

Bonds (Å) are listed after each position.
Atoms and positions in Å:
1 C -0.317 0.714 -2.861  C2 1.199, H10 1.075
2 C -0.150 0.476 -1.698  C1 1.199, N9 1.395
3 C 0.683 -1.695 1.108  C6 1.616, H11 1.190, H12 1.158, H13 1.076
4 C -0.159 -2.110 -1.204  C6 1.564, H14 1.187, H15 1.110, H16 1.187
5 C -0.096 3.045 1.672  N7 1.395, H17 1.074, H18 1.054, H19 1.099
6 C -0.356 -1.135 0.004  C3 1.616, C4 1.564, N9 1.417, H20 1.049
7 N -0.106 2.324 0.478  C5 1.395, N8 1.249
8 N -0.125 1.082 0.607  N7 1.249, N9 1.286
9 N -0.051 0.208 -0.333  C2 1.395, C6 1.417, N8 1.286
10 H -0.237 1.173 -3.830  C1 1.075
11 H 1.812 -1.639 0.736  C3 1.190
12 H 0.656 -1.058 2.076  C3 1.158
13 H 0.556 -2.728 1.383  C3 1.076
14 H 0.920 -2.142 -1.697  C4 1.187
15 H -0.933 -2.006 -1.993  C4 1.110
16 H -0.421 -3.121 -0.640  C4 1.187
17 H 0.566 3.872 1.498  C5 1.074
18 H 0.222 2.487 2.508  C5 1.054
19 H -1.108 3.427 1.865  C5 1.099
20 H -1.355 -1.175 0.320  C6 1.049

Computed properties:
**HOMO energy**: -0.3203 Eh
**Largest force on an atom**: 4.624 eV/A
**Energy above the lowest of the compared OMol25 structures with the same formula, charge and spin**: 522.7 kJ/mol
**E_tot**: -399.2961 a.u.

Atomic partial charges in e from the Löwdin method, atoms 1 to 8: number 1, C, carries 0.122; number 2, C, carries -0.140; number 3, C, carries -0.072; number 4, C, carries -0.096; number 5, C, carries -0.147; number 6, C, carries -0.376; number 7, N, carries -0.042; number 8, N, carries 0.007

---

Entry 5:
Density functional theory data (wB97M-V/def2-TZVPD) for an isolated molecule of C6H11N3 in a non-equilibrium geometry.

Bonds (Å) are listed after each position.
Atoms and positions in Å:
1 C -0.991 -0.837 -2.218  C2 1.562, H7 1.093, H8 1.096, H9 1.141
2 C -1.153 0.557 -1.533  C1 1.562, C3 1.511, H10 1.091, N20 1.497
3 C -0.970 0.855 -0.063  C2 1.511, C4 1.521, H11 1.078, N20 1.553
4 C -0.551 -0.059 1.077  C3 1.521, C5 1.534, H12 1.138, H13 1.072
5 C 0.915 0.311 1.339  C4 1.534, C6 1.555, H14 1.087, N18 1.486
6 C 1.716 0.069 0.029  C5 1.555, H17 1.077, N19 1.286
7 H -0.102 -1.295 -1.778  C1 1.093
8 H -1.833 -1.512 -2.033  C1 1.096
9 H -0.729 -0.747 -3.325  C1 1.141
10 H -1.920 1.230 -1.919  C2 1.091
11 H -1.627 1.692 0.113  C3 1.078
12 H -0.684 -1.182 0.941  C4 1.138
13 H -1.167 0.146 1.929  C4 1.072
14 H 0.911 1.377 1.553  C5 1.087
15 H 1.459 -1.394 2.360  N18 1.012
16 H 1.087 -0.093 3.315  N18 1.032
17 H 2.709 -0.348 -0.018  C6 1.077
18 N 1.584 -0.394 2.462  C5 1.486, H15 1.012, H16 1.032
19 N 1.238 0.385 -1.122  C6 1.286, N20 1.416
20 N 0.110 1.240 -1.109  C2 1.497, C3 1.553, N19 1.416

Computed properties:
**HOMO energy**: -0.3225 Eh
**Largest force on an atom**: 1.948 eV/A
**Energy above the lowest of the compared OMol25 structures with the same formula, charge and spin**: 275.9 kJ/mol
**E_tot**: -399.3901 a.u.

Atomic partial charges in e from the Löwdin method, atoms 1 to 8: number 1, C, carries -0.056; number 2, C, carries -0.257; number 3, C, carries -0.194; number 4, C, carries -0.122; number 5, C, carries -0.367; number 6, C, carries -0.090; number 7, H, carries 0.046; number 8, H, carries 0.067